Entry 1:
{
  "formula": "C15H12N4O2S",
  "method": "the ωB97M-V functional and the def2-TZVPD basis",
  "elements": ["O", "C", "O", "H", "C", "C", "C", "C", "C", "C", "C", "H", "H", "S", "C", "N", "N", "N", "N", "C", "C", "C", "C", "C", "C", "H", "H", "H", "H", "H", "H", "H", "H", "H"],
  "positions_angstrom": [[2.108619, -0.348577, 0.237655], [1.492628, -0.366004, -0.741371], [1.279591, -1.549976, -1.489574], [1.759119, -2.147641, -0.989311], [0.935631, 1.070330, -1.385535], [0.599611, 0.806217, -2.864306], [0.203434, 1.855446, -3.607181], [-0.182645, 3.130407, -2.978107], [0.297242, 3.308451, -1.718064], [0.917726, 2.185053, -0.894613], [1.217920, 2.362090, 0.288426], [2.068406, 1.961325, 0.667914], [1.437969, 3.649137, 0.805409], [-0.093314, 1.806620, 1.516945], [0.621404, 0.644261, 2.415281], [1.921848, 0.679359, 3.052067], [2.170279, -0.487274, 3.709739], [1.287047, -1.356875, 3.195058], [0.174106, -0.833962, 2.448053], [-0.642418, -1.516827, 1.689008], [-1.425228, -0.877793, 0.640146], [-2.229951, -1.786366, -0.169143], [-2.660434, -3.075003, 0.417697], [-1.871352, -3.549918, 1.506413], [-1.322683, -2.681089, 2.226375], [-0.542735, -3.143394, 3.184392], [-2.138129, -4.358740, 2.141269], [-3.517072, -3.680842, -0.049753], [-2.694437, -1.332475, -0.924367], [-1.050610, -0.021260, 0.281866], [0.218437, 4.172455, -1.278628], [-0.561915, 4.004388, -3.500465], [-0.386972, 1.613283, -4.589744], [0.608879, -0.134806, -3.243553]],
  "atomic_forces_ev_per_a": [[1.942, -0.615, 2.948], [-2.413, 1.975, -3.931], [-1.431, 4.393, -0.641], [1.560, -2.468, 1.591], [0.539, -14.080, -8.848], [0.469, 3.634, 3.816], [-4.198, 0.509, -1.657], [2.600, -1.058, 0.312], [0.700, -5.645, -1.625], [-5.003, 8.402, -10.443], [2.438, 7.769, 16.610], [2.511, -1.586, 0.952], [-0.879, -3.612, -2.205], [-1.376, 2.593, -1.041], [5.009, -5.926, 2.535], [-4.706, 1.393, -0.121], [-4.247, -0.787, -5.464], [-0.874, -1.748, 1.789], [8.986, 7.452, 4.415], [-7.309, -0.697, -1.880], [1.303, -6.706, 0.347], [0.530, -2.083, 6.449], [0.932, 1.250, -2.712], [-6.690, -3.192, -3.183], [11.247, 3.632, 6.075], [-2.879, 1.473, -2.357], [-0.519, -1.604, -0.634], [1.723, 0.920, 0.596], [-2.005, 1.206, -3.208], [0.516, 3.049, -1.505], [-0.412, 4.682, 2.650], [-0.217, -0.473, -0.186], [1.862, 0.540, 1.442], [0.289, -2.590, -0.887]],
  "lowdin_charge": [0.1428, -0.3687, 0.0997, 0.0701, -0.0417, 0.0126, -0.0762, -0.0402, 0.0413, -0.4269, -0.3877, 0.0479, 0.2165, 1.0233, -0.5655, -0.0048, -0.0121, 0.0278, -0.0326, -0.2577, 0.0065, -0.0102, -0.0193, -0.1637, -0.0881, 0.1909, 0.1030, 0.1214, 0.0431, -0.0100, 0.0480, 0.1066, 0.1375, 0.0662],
  "charge": 0,
  "lumo_ev": -1.04,
  "homo_energy_ha": -0.31238,
  "homo_lumo_gap_ev": 7.459
}

Entry 2:
{
  "formula": "C3H7N2S3",
  "method": "the ωB97M-V functional and the def2-TZVPD basis",
  "elements": ["C", "C", "C", "N", "N", "S", "S", "S", "H", "H", "H", "H", "H", "H", "H"],
  "positions_angstrom": [[-1.878932, 0.382910, -1.056041], [2.628288, 0.973068, 1.717952], [0.063910, 0.777641, 1.131895], [2.828746, -0.071346, 0.958143], [-2.561732, -0.638162, -0.588990], [1.130490, 1.874686, 2.055129], [-1.482808, 1.636588, 0.564412], [-1.408477, 0.318967, 2.142256], [-2.469394, 1.175095, -1.629357], [-0.825348, 0.301547, -1.307873], [3.434555, 1.610543, 1.844211], [2.060164, -0.684583, 0.559208], [3.785527, -0.429199, 0.861093], [-3.613866, -0.729543, -0.492355], [-2.035389, -1.332540, -0.122711]],
  "atomic_forces_ev_per_a": [[-1.002, 3.386, -0.338], [-3.128, 0.792, -1.850], [-0.799, -0.267, 0.005], [-0.669, -1.124, 0.284], [-2.463, -1.867, -0.331], [1.911, -1.565, -0.551], [1.004, 0.242, 0.968], [-0.161, 0.243, -0.509], [0.893, -1.458, 0.428], [-0.244, -0.511, -0.227], [1.986, 0.627, 1.171], [0.833, 1.360, 0.934], [-0.546, 0.372, -0.086], [2.162, 0.618, -0.347], [0.221, -0.850, 0.449]],
  "lowdin_charge": [-0.3659, -0.3778, -1.1795, 0.1171, -0.0140, 0.8734, 0.6372, 0.5085, 0.1189, 0.0813, 0.0675, 0.1479, 0.1482, 0.1661, 0.0711],
  "charge": 1,
  "lumo_ev": -4.19,
  "homo_energy_ha": -0.43820,
  "homo_lumo_gap_ev": 7.732
}

Entry 3:
{
  "formula": "H3N2OP",
  "method": "the ωB97M-V functional and the def2-TZVPD basis",
  "elements": ["N", "N", "O", "P", "H", "H", "H"],
  "positions_angstrom": [[-0.519332, 1.020603, -0.088628], [-0.854619, -0.225583, 0.339416], [2.077714, -0.887432, -0.250356], [2.439778, 0.493207, -0.157147], [-1.524936, -0.846299, -0.073106], [-1.032084, -0.332193, 1.328045], [-0.586518, 0.777698, -1.098222]],
  "atomic_forces_ev_per_a": [[-0.362, -2.184, -1.254], [-0.207, 0.167, 2.133], [-0.644, -3.245, -0.238], [0.531, 3.226, 0.231], [-0.105, 0.106, -1.389], [0.569, 0.554, 0.334], [0.218, 1.377, 0.183]],
  "lowdin_charge": [-0.0692, -0.0996, -0.6798, 0.6546, 0.0838, 0.0798, 0.0303],
  "charge": 0,
  "lumo_ev": [0.06, -0.59],
  "homo_energy_ha": [-0.30860, -0.25657],
  "homo_lumo_gap_ev": [8.453, 6.396]
}

The calculation returns the following energy above the lowest of the compared OMol25 structures with the same formula, charge and spin values, one per record and in order: 240.9 36.8 68.4 kcal/mol.